Record 1
This record from the Open Molecules 2025 dataset describes a 2-piece molecular cluster, C3H3BrN2S overall in a non-equilibrium geometry. The level of theory is ωB97M-V/def2-TZVPD.

As for the HOMO energy (spin up / spin down): -8.9 / -8.9 eV. The calculation puts the lowest unoccupied orbital energy (spin up / spin down) at -2.993 / -2.992 eV. Its gap between HOMO and LUMO (spin up / spin down) is 5.92 / 5.93 eV. The value obtained for the total energy is -87013.1723 eV. The energy above the lowest of the compared OMol25 structures with the same formula, charge and spin comes out at 324.7 kJ/mol.

ORCA input file:
```
! RIJCOSX wB97M-V def2-TZVPD def2/J DEFGRID3
* xyz 0 1
Br 3.6178 1.0563 -0.0209
S 3.4967 -1.0400 0.3244
N 0.0107 0.6224 0.1626
N -0.4962 -1.4581 -0.3912
C -1.6601 -0.7412 -0.2519
C 0.4166 -0.6060 -0.1526
C -1.3653 0.5506 0.0895
H -2.6072 -1.2157 -0.4102
H -1.9898 1.3972 0.2917
H 0.5769 1.4343 0.3587
*
```

Record 2
This record from the Open Molecules 2025 dataset describes C3H3BrN3O2S as an isolated structure in a non-equilibrium geometry. The level of theory is ωB97M-V/def2-TZVPD.

As for the HOMO energy: -4.3 eV. The calculation puts the lowest unoccupied orbital energy at 3.165 eV. Its gap between HOMO and LUMO is 7.49 eV. The value obtained for the total energy is -92600.2056 eV. The energy above the lowest of the compared OMol25 structures with the same formula, charge and spin comes out at 198.4 kJ/mol.

ORCA input file:
```
! RIJCOSX wB97M-V def2-TZVPD def2/J DEFGRID3
* xyz -1 1
Br -4.1881 1.6208 -1.8408
S -1.4055 1.6754 -3.0262
O -1.4084 0.6391 -4.0141
O -0.1003 1.8375 -2.3334
N -0.0470 0.2365 1.0732
N -2.4123 -0.3103 -1.0414
N -1.9330 -1.3249 -0.7358
C -2.4526 0.8889 -1.3948
C -0.9206 0.3969 1.8482
C 0.8256 -0.0557 -0.0051
H 0.4919 0.4990 -0.9137
H 1.8724 0.2251 0.2205
H 0.8401 -1.2234 -0.1966
*
```

Record 3
This record from the Open Molecules 2025 dataset describes an isolated ion of composition C3H3BrNO3 and charge -1 in a non-equilibrium geometry. The level of theory is ωB97M-V/def2-TZVPD.

Its SMILES is O=CN[C@H](Br)C(=O)[O-]. As for the HOMO energy: -4.9 eV. The calculation puts the lowest unoccupied orbital energy at 3.362 eV. Its gap between HOMO and LUMO is 8.29 eV. The value obtained for the total energy is -80836.6660 eV. The energy above the lowest of the compared OMol25 structures with the same formula, charge and spin comes out at 0.0 kJ/mol.

ORCA input file:
```
! RIJCOSX wB97M-V def2-TZVPD def2/J DEFGRID3
* xyz -1 1
Br 2.3569 -1.1001 0.4837
O -1.7202 -1.2988 -1.1578
O 0.8292 1.7287 1.0893
O 1.0852 1.9768 -1.1395
N -0.4806 -0.5218 0.5472
C 0.6784 -0.1761 -0.3074
C 0.8583 1.3568 -0.0902
C -1.6074 -0.8789 -0.0378
H 0.6328 -0.4684 -1.3469
H -2.4268 -0.7142 0.6441
H -0.2059 0.0959 1.3154
*
```

Record 4
This record from the Open Molecules 2025 dataset describes a 2-piece molecular cluster, C3H3BrO overall in a non-equilibrium geometry. The level of theory is ωB97M-V/def2-TZVPD.

As for the HOMO energy: -10.0 eV. The calculation puts the lowest unoccupied orbital energy at 0.121 eV. Its gap between HOMO and LUMO is 10.10 eV. The value obtained for the total energy is -75244.6843 eV. The energy above the lowest of the compared OMol25 structures with the same formula, charge and spin comes out at 371.1 kJ/mol.

ORCA input file:
```
! RIJCOSX wB97M-V def2-TZVPD def2/J DEFGRID3
* xyz 0 1
Br 2.4075 -0.3803 -0.0872
O 0.4781 1.7142 -0.2974
C -0.6756 -0.7000 -0.1269
C -1.5379 -1.5439 -0.1423
C 0.8349 0.6200 0.3852
H 0.1418 1.6657 -1.1714
H -2.2884 -2.2602 -0.0613
H 0.6395 0.8844 1.5013
*
```

Record 5
This record from the Open Molecules 2025 dataset describes C3H3BrO as an isolated structure in a non-equilibrium geometry. The level of theory is ωB97M-V/def2-TZVPD.

As for the HOMO energy: -8.2 eV. The calculation puts the lowest unoccupied orbital energy at 0.716 eV. Its gap between HOMO and LUMO is 8.92 eV. The value obtained for the total energy is -75244.8919 eV. The energy above the lowest of the compared OMol25 structures with the same formula, charge and spin comes out at 351.0 kJ/mol.

ORCA input file:
```
! RIJCOSX wB97M-V def2-TZVPD def2/J DEFGRID3
* xyz 0 1
Br 2.2861 -0.4464 0.3975
O -1.4134 0.6928 -0.4964
C 0.6660 -0.7262 -0.5565
C -0.9373 0.8808 0.9986
C -0.2490 0.2377 0.0932
H -1.3439 1.7479 1.5903
H 0.2346 -1.7805 -0.4015
H 0.7569 -0.6061 -1.6251
*
```

Record 6
This record from the Open Molecules 2025 dataset describes an isolated molecule of C3H3BrO in a non-equilibrium geometry. The level of theory is ωB97M-V/def2-TZVPD.

Its SMILES is C#CCOBr. As for the HOMO energy: -9.7 eV. The calculation puts the lowest unoccupied orbital energy at -0.471 eV. Its gap between HOMO and LUMO is 9.21 eV. The value obtained for the total energy is -75244.5503 eV. The energy above the lowest of the compared OMol25 structures with the same formula, charge and spin comes out at 384.0 kJ/mol.

ORCA input file:
```
! RIJCOSX wB97M-V def2-TZVPD def2/J DEFGRID3
* xyz 0 1
Br 3.1831 -0.0968 -0.0602
O 1.4896 0.5022 0.2694
C -1.8736 0.9003 -0.2561
C -0.8591 0.2219 -0.2295
C 0.2134 -0.6663 0.1399
H -0.1666 -1.0190 1.1492
H 0.6314 -1.3840 -0.5953
H -2.6183 1.5418 -0.4173
*
```